(1)
The following is a quantum chemistry calculation of a molecular structure, C18H17CoIN2O3S2, from the OMol25 dataset.

Geometry as XYZ:
```
44
Properties=species:S:1:pos:R:3:forces:R:3:nbo_charge:R:1
Co -2.3681 0.7220 -0.5840 1.236 0.342 -0.408 1.133
C 1.1317 0.3572 2.0402 -0.021 -0.088 -0.030 -0.688
C -0.0456 0.8919 1.2704 -0.067 0.339 -0.033 0.346
N -0.6234 0.2082 0.3394 0.009 -0.480 0.470 -0.373
N -0.0859 -1.0793 0.1154 -0.332 0.568 -0.162 -0.424
C -0.8279 -1.7628 -0.6754 0.159 -0.420 0.080 -0.040
S -2.3050 -1.2761 -1.4337 0.087 -0.461 -0.188 -0.167
S -0.3714 -3.4396 -1.0531 -0.080 0.231 -0.106 0.272
C 1.3157 -3.5552 -0.4017 0.166 -0.004 0.123 -0.560
C 2.3981 -3.1142 -1.3527 -0.116 0.015 -0.046 -0.047
C 2.9947 -4.0415 -2.2018 0.005 -0.032 -0.003 -0.204
C 3.9724 -3.6582 -3.1075 0.000 0.011 0.021 -0.216
C 4.3700 -2.3308 -3.1764 -0.002 -0.017 -0.018 -0.226
C 3.7854 -1.3983 -2.3315 -0.009 0.016 0.028 -0.222
C 2.8088 -1.7851 -1.4254 0.000 -0.091 -0.026 -0.154
C -0.5592 2.2259 1.6334 0.169 -0.484 0.045 -0.154
C -0.1418 2.8097 2.8397 -0.049 0.151 0.037 -0.174
C -0.5806 4.0527 3.2433 0.033 -0.108 -0.047 -0.292
C -1.4612 4.7550 2.4165 -0.072 0.045 -0.048 -0.177
C -1.8848 4.2134 1.2272 0.088 0.058 0.052 -0.277
C -1.4576 2.9358 0.8059 -0.106 0.023 -0.387 0.385
O -1.8975 2.5035 -0.3495 -0.009 0.228 0.460 -0.743
H 1.6297 -0.4363 1.4947 -0.036 0.009 -0.035 0.245
H 0.7713 -0.0677 2.9806 -0.005 -0.007 0.002 0.239
H 1.8396 1.1493 2.2730 -0.003 0.014 -0.029 0.216
H 1.4483 -4.6135 -0.1706 -0.036 0.015 0.035 0.223
H 1.3383 -2.9930 0.5302 0.014 0.010 -0.009 0.255
H 2.6850 -5.0795 -2.1536 -0.013 -0.007 -0.005 0.202
H 4.4220 -4.3970 -3.7588 0.005 0.000 -0.012 0.204
H 5.1276 -2.0253 -3.8870 0.008 0.005 0.005 0.205
H 4.0867 -0.3596 -2.3795 0.005 0.012 -0.003 0.209
H 2.3409 -1.0588 -0.7784 -0.062 0.084 0.052 0.221
H 0.5331 2.2659 3.4848 -0.001 -0.015 0.030 0.200
H -0.2512 4.4700 4.1854 -0.002 0.002 0.015 0.200
H -1.8276 5.7299 2.7172 0.016 0.012 0.012 0.198
H -2.5751 4.7301 0.5737 -0.007 0.015 0.003 0.225
O -2.6626 -1.0455 1.9463 0.000 -0.146 0.040 -0.677
C -3.6373 -0.4078 1.5956 0.041 0.221 0.032 0.651
O -3.7102 0.5135 0.6901 -0.365 -0.073 0.015 -0.713
H -4.6194 -0.5733 2.0849 0.037 0.067 -0.002 0.067
I -4.4304 3.1161 -2.0927 -0.029 0.054 0.005 0.005
C -3.4882 1.1987 -2.0674 -0.622 -0.252 0.284 -0.760
H -2.8637 1.1438 -2.9578 -0.053 0.117 -0.069 0.193
H -4.3235 0.5061 -2.1492 0.022 0.020 -0.183 0.195
```
Forces are in eV/Å.

Its relative energy (zero: lowest compared OMol25 entry of this formula, charge and spin) is 16.10 kcal/mol. Its largest force on an atom is 0.026 Eh/bohr. The calculation puts the HOMO-LUMO gap (alpha / beta) at 7.7 / 7.7 eV. The net charge is -1. As for the electronic energy: -95464.828 eV. As for the spin multiplicity: 1.

(2)
The following is a quantum chemistry calculation of a molecular structure, C19H23N5O2Sn, from the OMol25 dataset.

Geometry as XYZ:
```
50
Properties=species:S:1:pos:R:3:forces:R:3:nbo_charge:R:1
N 0.3383 -2.2995 2.8431 0.089 0.716 0.954 -0.539
C 0.2834 -2.1508 3.9953 -0.085 -0.458 -1.280 0.442
C 0.1466 -2.0461 5.4402 0.101 -0.072 0.360 -0.757
H 0.6961 -1.1799 5.8245 -0.110 -0.123 -0.127 0.282
H 0.5672 -2.9449 5.9203 -0.237 0.249 -0.217 0.312
H -0.9170 -1.9473 5.6968 0.301 -0.103 -0.027 0.292
N -1.2120 -2.8469 -2.7585 0.147 0.055 0.038 -0.570
C -1.7446 -3.5487 -3.5076 0.511 0.598 0.732 0.495
C -2.4113 -4.4230 -4.4313 -0.106 -0.374 -0.262 -0.762
H -2.0822 -5.4482 -4.2938 0.116 -0.163 0.177 0.301
H -2.1628 -4.1475 -5.4518 -0.131 0.180 -0.147 0.301
H -3.4827 -4.3907 -4.2586 -0.163 0.098 -0.111 0.301
N 1.4624 2.3398 -2.4331 0.168 1.151 0.636 -0.538
C 1.6494 3.4885 -2.4017 -0.243 -1.457 -0.340 0.440
C 1.8437 4.9289 -2.4544 0.328 0.331 -0.050 -0.757
H 0.9965 5.3802 -2.9870 0.247 -0.036 0.152 0.298
H 2.7818 5.1716 -2.9818 -0.393 -0.193 0.056 0.310
H 1.9353 5.3474 -1.4450 -0.167 -0.103 -0.204 0.277
Sn 0.5523 -0.9354 -0.7009 -3.855 1.256 0.272 1.546
C -1.1746 0.5521 -2.1472 -2.688 2.861 -1.457 0.590
O -1.9518 1.3312 -2.4860 2.924 -3.006 1.200 -0.348
C -1.7307 -1.7387 0.4727 -3.491 -0.458 2.258 0.590
O -2.7112 -1.7925 1.0734 3.674 0.124 -2.314 -0.347
C 2.1032 -2.5604 0.1133 0.444 -0.917 0.483 -0.229
C 2.6673 -1.2955 0.3894 1.130 0.056 0.129 -0.233
C 2.8899 -0.3689 -0.6638 1.120 -0.085 0.314 -0.231
C 2.5523 -0.7100 -1.9921 0.701 0.240 -0.839 -0.216
C 1.9460 -1.9695 -2.2814 0.155 -0.252 -0.719 -0.249
C 1.7207 -2.9051 -1.2174 0.025 -0.755 -0.143 -0.173
H 1.9579 -3.2507 0.9640 -0.134 0.295 -0.593 0.350
H 3.0076 -1.0450 1.4036 -0.389 -0.179 -0.343 0.327
H 3.3963 0.5809 -0.4416 -0.410 -0.290 -0.239 0.327
H 2.7579 0.0386 -2.7795 -0.340 -0.509 0.328 0.352
H 1.5807 -2.1733 -3.3138 0.374 -0.020 0.859 0.346
H 1.1775 -3.8604 -1.3960 0.539 0.747 -0.024 0.333
C -3.6764 2.8805 1.7357 -0.181 -0.021 -0.029 -0.709
C -2.3103 2.3607 1.5767 -3.176 -1.295 -1.857 0.397
C -1.0928 2.7147 2.1604 1.921 0.683 0.990 0.006
C -0.1322 1.8472 1.6019 -0.179 -1.649 -1.509 0.175
N -0.7389 1.0113 0.7295 2.186 1.013 1.361 -0.202
N -2.0350 1.3471 0.7371 -1.641 1.364 0.872 -0.353
C 1.3065 1.7895 1.8627 0.543 0.207 0.325 -0.642
H -3.9927 2.8121 2.7913 0.177 0.153 -0.059 0.331
H -3.7111 3.9540 1.4798 0.124 -0.065 0.190 0.331
H -4.4384 2.3691 1.1274 0.470 0.035 0.122 0.284
H -0.9041 3.4938 2.8855 -0.126 0.069 0.048 0.297
H -2.7156 0.8739 0.1751 -0.355 -0.202 -0.262 0.450
H 1.7425 2.7570 1.5852 0.163 -0.184 0.256 0.287
H 1.4429 1.6081 2.9357 0.301 0.166 -0.172 0.287
H 1.8258 1.0005 1.3040 -0.379 0.321 0.212 0.198
```
Forces are in eV/Å.

Its relative energy (zero: lowest compared OMol25 entry of this formula, charge and spin) is 26.10 kcal/mol. Its largest force on an atom is 0.085 Eh/bohr. The calculation puts the HOMO-LUMO gap (alpha / beta) at 5.1 / 5.6 eV. The net charge is +4. As for the electronic energy: -37403.955 eV. As for the spin multiplicity: 1.